Record 1
Computed, not measured: a molecular structure, C36H37As3N2O6PdS2, with ωB97M-V with the def2-TZVPD basis set.

The geometry in XYZ format:
```
87
Properties=species:S:1:pos:R:3:forces:R:3
Pd -1.2467 0.0624 -0.4861 -0.4 -0.2 -0.2
C -5.1236 -0.1959 0.2304 0.0 -0.1 0.0
C -4.4250 0.3589 -0.7487 -0.1 0.1 -0.1
As -1.1093 2.3246 0.2046 0.0 0.2 0.0
C 0.8205 2.6476 0.3457 0.0 0.0 0.0
C 1.3142 3.8791 -0.0723 0.1 0.0 0.0
C 2.6745 4.1542 -0.0103 0.0 0.0 0.0
C 3.5612 3.1912 0.4519 0.0 0.0 0.0
C 3.0800 1.9516 0.8496 0.0 0.0 0.0
C 1.7196 1.6859 0.7946 0.0 0.0 0.0
C -1.5535 2.7466 2.0749 0.0 0.0 0.0
C -2.7970 2.3613 2.5812 0.0 0.0 0.0
C -3.2594 2.8373 3.7978 0.0 0.0 0.0
C -2.4929 3.7305 4.5390 0.0 0.0 0.0
C -1.2579 4.1268 4.0473 0.0 0.0 0.0
C -0.7932 3.6377 2.8327 0.0 0.0 0.0
As -1.3336 -1.0622 1.6022 0.3 -0.1 0.2
C 0.4926 -1.8382 1.6107 0.0 -0.1 0.0
C 1.3673 -1.6885 0.5314 0.0 0.0 0.0
C 2.6275 -2.2781 0.5382 0.0 0.0 0.0
C 3.0368 -3.0463 1.6200 0.0 0.0 0.0
C 2.1777 -3.2065 2.7022 0.0 0.0 0.0
C 0.9263 -2.6053 2.6955 0.0 -0.1 0.0
C -1.1115 -0.2344 3.3835 0.0 0.1 0.0
C -2.0798 -0.5732 4.3258 0.0 0.0 0.0
C -2.0136 -0.1071 5.6346 0.0 0.0 0.0
C -0.9686 0.7160 6.0203 0.0 0.0 0.0
C 0.0066 1.0636 5.0921 0.0 0.0 0.0
C -0.0634 0.5903 3.7908 0.0 -0.1 0.1
H -5.3919 -1.2458 0.2070 0.0 0.0 0.0
H -5.3995 0.3597 1.1199 0.0 0.0 0.0
H -4.1188 1.3988 -0.7200 0.0 0.0 0.0
H -4.1204 -0.1934 -1.6301 0.1 0.0 0.0
H 0.6313 4.6069 -0.4912 0.0 0.0 0.0
H 3.0454 5.1139 -0.3536 0.0 0.0 0.0
H 4.6265 3.3928 0.4683 0.0 0.0 0.0
H 3.7654 1.1754 1.1704 0.0 0.0 0.0
H 1.3518 0.7029 1.0654 0.0 0.1 0.0
H -3.4024 1.6575 2.0157 0.0 0.0 0.0
H -4.2196 2.5027 4.1762 0.0 0.0 0.0
H -2.8500 4.0989 5.4940 0.0 0.0 0.0
H -0.6438 4.8174 4.6163 0.0 0.0 0.0
H 0.1796 3.9518 2.4709 0.0 0.0 0.0
H 1.0905 -1.0527 -0.3052 0.0 -0.1 0.0
H 3.2944 -2.1013 -0.2982 0.0 0.0 0.0
H 4.0245 -3.4938 1.6333 0.0 0.0 0.0
H 2.4901 -3.7892 3.5624 0.0 0.0 0.0
H 0.2728 -2.7291 3.5533 0.0 0.0 0.0
H -2.8971 -1.2208 4.0250 0.0 0.0 0.0
H -2.7839 -0.3808 6.3478 0.0 0.0 0.0
H -0.9174 1.0982 7.0336 0.0 0.0 0.0
H 0.8165 1.7254 5.3776 0.0 0.0 0.0
H 0.6978 0.8814 3.0787 0.0 0.0 0.0
O -2.1474 2.4331 -4.5208 0.0 0.1 0.0
As -0.8298 1.8998 -3.4038 0.0 -0.2 0.1
O -0.2465 3.2458 -2.6793 0.0 -0.1 -0.1
O -1.6230 0.7013 -2.5491 0.2 0.2 0.0
C 0.3767 1.3266 -4.8487 -0.1 0.1 0.1
C 0.0667 1.7997 -6.1274 0.0 0.0 0.0
C 0.9322 1.6094 -7.1926 0.0 0.0 0.0
C 2.1363 0.9461 -7.0003 0.0 0.0 0.0
C 2.4519 0.4669 -5.7419 0.0 0.0 0.0
C 1.5783 0.6481 -4.6736 0.0 -0.1 0.0
S 2.0637 -0.1289 -3.1302 0.0 0.1 -0.1
O 1.7536 -1.5499 -3.3480 0.1 0.1 -0.1
O 3.4891 0.1071 -3.0049 0.0 0.0 0.0
O 1.2225 0.4835 -2.1189 0.1 0.0 0.0
H -2.7844 2.8511 -3.9303 0.0 0.0 0.0
H -0.8618 2.3312 -6.2737 0.0 0.0 0.0
H 0.6719 1.9988 -8.1705 0.0 0.0 0.0
H 2.8235 0.8022 -7.8264 0.0 0.0 0.0
H 3.3820 -0.0548 -5.5568 0.0 0.0 0.0
S -2.0566 -2.3330 -1.1741 -0.1 0.1 -0.3
C -0.8627 -3.5025 -1.4330 0.1 0.0 0.0
N 0.1401 -3.3648 -2.2955 0.0 0.1 0.5
C 1.2895 -4.2602 -2.3510 -0.1 0.0 -0.1
C 0.9029 -5.6489 -1.8772 0.0 0.0 0.0
C 0.1906 -5.5299 -0.5433 0.0 0.0 0.0
N -0.9684 -4.6741 -0.7415 -0.1 0.0 0.1
H 0.3454 -2.4153 -2.6189 0.0 -0.1 -0.3
H 2.0948 -3.8457 -1.7439 0.1 0.0 0.1
H 1.6459 -4.2790 -3.3806 0.0 0.0 0.0
H 1.7916 -6.2766 -1.7946 0.0 0.0 0.0
H 0.2220 -6.1101 -2.5981 0.0 0.0 0.0
H 0.8628 -5.1018 0.2101 0.0 0.0 0.0
H -0.1535 -6.5011 -0.1824 0.0 0.0 0.0
H -1.6175 -4.5810 0.0247 0.0 0.0 0.0
```
Forces are in eV/Å.

Results
charge	-2
energy relative to the best compared isomer or geometry (same formula, charge and spin)	0.785	eV
molecular weight	989.02	g/mol
frontier orbital gap	5.9	eV

---

Record 2
Computed, not measured: a molecular structure, C36H37BF6O3 in a non-equilibrium geometry, with ωB97M-V with the def2-TZVPD basis set.

The geometry in XYZ format:
```
83
Properties=species:S:1:pos:R:3:forces:R:3
C 4.9198 -1.6829 2.0086 -0.6 0.9 0.1
O 4.5899 -0.3132 2.3554 1.0 -0.7 -0.3
C 3.3233 0.1379 2.2030 -0.8 -0.9 0.0
C 3.0933 1.4649 2.5777 -3.2 -0.1 -0.3
C 1.7295 1.9258 2.6848 2.8 -2.4 -0.5
C 0.6690 1.0195 2.4972 1.3 0.0 -2.1
C -0.6208 1.4417 3.0075 1.1 1.6 2.1
C -1.8757 0.7671 2.6020 -0.4 -0.7 0.0
C -2.9867 1.4555 2.0799 -0.5 -0.7 0.1
C -4.2289 0.7962 1.9615 1.4 -0.6 0.5
C -4.3465 -0.5555 2.3553 -0.1 1.1 -0.4
C -5.6871 -1.2087 2.2993 -0.4 -0.6 0.1
C -3.2174 -1.2425 2.7686 0.3 -0.5 0.1
C -1.9821 -0.6109 2.8587 -0.5 0.4 0.0
C 0.9101 -0.2145 1.8831 3.2 0.0 0.5
C 2.2765 -0.7046 1.7729 -1.8 2.7 0.9
H 5.9902 -1.7586 2.1679 0.0 0.0 0.0
H 4.3875 -2.3896 2.6611 0.1 0.2 -0.1
H 4.6768 -1.8889 0.9562 0.1 0.0 0.2
H 3.8842 2.1041 2.8714 0.7 0.4 0.1
H 1.5804 2.9381 2.9684 -0.3 0.6 0.4
H -0.7236 2.5485 2.9775 0.0 -0.6 -0.6
H -2.9091 2.4868 1.7395 0.1 -0.1 0.3
H -5.0966 1.3180 1.5987 -0.2 0.2 -0.1
H -5.6176 -2.2459 2.6573 -0.1 0.3 -0.1
H -6.4245 -0.6870 2.9223 0.2 -0.1 -0.1
H -6.0842 -1.2273 1.2777 0.1 0.0 0.1
H -3.3031 -2.3002 3.0562 0.0 0.5 -0.2
H -1.0975 -1.1775 3.1530 -0.4 0.2 0.2
H 0.1489 -0.8565 1.5124 -0.6 -0.3 0.0
H 2.4390 -1.6898 1.4370 0.2 -0.9 -0.4
C -3.6519 3.3147 5.9459 -0.1 0.0 -0.4
C -3.3494 2.6533 7.2750 -0.3 0.2 -0.1
C -3.8045 3.5648 8.4035 0.0 -0.1 0.2
C -3.8640 1.1542 7.3523 -0.4 0.4 0.2
C -3.9475 0.6491 8.8159 0.0 -0.1 0.0
C -5.1608 0.8637 6.6481 -0.1 0.1 -0.1
O -2.7980 0.4528 6.6715 0.2 0.2 1.3
B -1.7795 1.1202 7.3516 1.3 0.1 -1.5
C -0.6560 0.3820 8.1187 -0.7 0.0 -0.6
C -0.6215 -1.0063 8.1339 -0.7 0.1 -0.9
C 0.1290 -1.6441 9.0781 0.7 -0.9 0.7
C 0.1110 -3.1454 9.0797 -0.1 -0.7 -0.1
F 0.9093 -3.6944 10.0295 -0.5 0.3 -0.6
F -1.1560 -3.6204 9.2930 0.9 0.2 -0.2
F 0.5195 -3.6357 7.8689 -0.3 0.2 0.9
C 0.8718 -0.9436 10.0145 0.3 0.2 0.3
C 0.8519 0.4492 9.9509 0.8 -0.8 0.8
C 1.6506 1.2839 10.9005 0.5 0.7 0.3
F 2.4808 2.1275 10.2066 -0.6 -0.6 0.7
F 0.8392 2.0754 11.6665 0.6 -0.5 -0.4
F 2.4260 0.5622 11.7460 -0.5 0.4 -0.5
C 0.0996 1.1007 9.0200 -0.1 1.4 -0.2
C -0.3931 1.3043 4.6571 -3.6 0.6 0.8
C 0.6666 2.0644 5.5214 0.5 -1.0 -0.3
C 1.8584 1.3417 5.9445 -0.6 3.4 -0.8
C 3.0088 2.1200 6.2752 -2.7 -1.2 -0.3
C 2.8786 3.4895 6.3736 2.3 1.2 0.4
C 1.6877 4.1640 6.2111 -1.1 -1.0 -0.1
C 0.5407 3.4466 5.8563 0.6 -1.2 -0.8
O -1.9049 2.4955 7.3762 -0.8 -0.9 0.8
H -4.7202 3.5457 5.8600 0.2 0.0 0.0
H -3.0948 4.2559 5.8767 -0.1 -0.1 0.0
H -3.3611 2.6799 5.1000 -0.1 0.1 0.2
H -4.8925 3.6790 8.3763 0.1 0.0 0.0
H -3.5116 3.1783 9.3882 -0.1 0.1 -0.3
H -3.3528 4.5563 8.2753 -0.1 -0.2 0.0
H -4.8238 1.0631 9.3340 0.3 0.0 -0.2
H -4.0557 -0.4456 8.8149 0.1 0.3 -0.1
H -3.0493 0.8831 9.4152 -0.3 0.0 -0.3
H -5.9506 1.4720 7.0841 -0.2 0.0 -0.1
H -5.0785 1.0667 5.5808 0.0 0.0 0.0
H -5.4146 -0.1888 6.7911 0.0 0.1 -0.1
H -1.2194 -1.5967 7.4137 0.3 0.5 0.5
H 1.4650 -1.4615 10.7750 -0.3 0.2 -0.4
H 0.0852 2.2125 9.0195 -0.1 -0.9 -0.1
H -0.4551 0.2030 4.9993 0.0 1.7 -0.7
H -1.4588 1.8432 4.7156 2.0 -1.4 1.6
H 1.8814 0.2791 5.9362 0.1 -0.7 -0.4
H 3.9203 1.5957 6.4019 0.8 -0.1 0.4
H 3.8107 4.0823 6.6098 -1.2 -0.6 -0.3
H 1.6069 5.2234 6.3158 0.1 0.5 0.3
H -0.4388 3.9196 5.8019 0.3 0.0 -0.3
```
Forces are in eV/Å.

Results
energy relative to the best compared isomer or geometry (same formula, charge and spin)	0.000	eV
molecular weight	642.49	g/mol
frontier orbital gap	8.0	eV

---

Number 1: energy -9586.659358 Eh, HOMO -1.660 eV. Number 2: energy -2243.849273 Eh, HOMO -7.794 eV.